Formula: C54H140N8O20
Source: the Open Molecules 2025 dataset
Level of theory: the ωB97M-V functional and the def2-TZVPD basis

## Properties
2S+1: 1
SMILES string: COCCNCCOC.COCCNCCOC.COCCNCCOC.COCCNCCOC.COCCNCCOC.COCCNCCOC.COCCNCCOC.COCCNCCOC.CCO.CCO.CO.CO

Cartesian coordinates (Å):
C 0.92512 2.40758 -5.39371
O 1.03695 2.06783 -6.75464
C 0.27293 0.90555 -7.12796
C 0.46757 0.63978 -8.54807
N 0.01216 1.72713 -9.44273
C 0.45366 1.43480 -10.76754
C -0.03356 2.51530 -11.77427
O 0.36056 3.79252 -11.39823
C -0.03947 4.77471 -12.30919
H -0.13078 2.53635 -5.03257
H 1.38807 3.38949 -5.29481
H 1.37039 1.63857 -4.72438
H -0.76626 1.10349 -6.84927
H 0.66052 0.08008 -6.48813
H 0.04740 -0.30153 -8.82061
H 1.56005 0.53219 -8.70253
H 0.49358 2.57891 -9.12844
H 0.03157 0.48775 -11.15463
H 1.55814 1.31878 -10.89138
H -1.16340 2.45481 -11.91260
H 0.33861 2.21791 -12.71292
H 0.65550 4.83358 -13.14996
H -0.05032 5.74075 -11.74924
H -1.04456 4.54092 -12.66055
C -4.21638 -3.24716 -6.18616
O -3.75104 -2.28904 -5.31257
C -2.35545 -2.26788 -5.09650
C -2.04153 -1.41282 -3.86203
N -2.35873 -0.04887 -4.14230
C -2.35307 0.82529 -2.96724
C -2.91460 2.18627 -3.32889
O -2.95014 2.95672 -2.13277
C -3.92468 3.97098 -1.93010
H -4.09887 -4.25353 -5.79103
H -3.64412 -3.09665 -7.09087
H -5.30694 -3.13073 -6.31058
H -1.76539 -1.81678 -5.95851
H -2.00310 -3.28273 -4.86109
H -0.93954 -1.51664 -3.69589
H -2.57229 -1.82377 -2.99225
H -3.25729 0.12370 -4.55912
H -1.26161 0.97531 -2.64364
H -2.94115 0.56347 -2.11345
H -3.95356 1.97119 -3.68490
H -2.36193 2.71942 -4.11956
H -3.62367 4.52799 -1.06287
H -4.92995 3.50600 -1.74241
H -4.08941 4.65752 -2.75919
C -3.16740 -8.61717 0.82589
O -1.94972 -8.05751 1.19035
C -1.98274 -7.40192 2.44105
C -0.65877 -6.63892 2.60035
N -0.38123 -5.70570 1.53204
C -1.10088 -4.48092 1.57492
C -0.77537 -3.63701 0.36295
O -0.96703 -4.28876 -0.86644
C -2.25007 -4.82566 -1.08170
H -3.62697 -9.04699 1.67966
H -2.86291 -9.36014 0.09676
H -3.85050 -7.89950 0.37495
H -2.02448 -8.04721 3.38389
H -2.80330 -6.67386 2.41991
H 0.22592 -7.30425 2.68181
H -0.76741 -6.03030 3.49943
H -0.38858 -6.17613 0.63724
H -0.83543 -3.83304 2.40551
H -2.21143 -4.59771 1.65134
H 0.25500 -3.33070 0.41236
H -1.45111 -2.79325 0.27973
H -2.30794 -5.19688 -2.09258
H -2.95820 -4.00721 -0.92477
H -2.56823 -5.62020 -0.42279
C -5.29841 -3.62090 0.61899
O -4.32511 -2.61816 0.76557
C -4.88419 -1.46298 1.44098
C -3.86165 -0.41718 1.60993
N -2.77326 -0.83634 2.53757
C -2.10614 0.26234 3.20113
C -1.11019 -0.34199 4.19655
O -0.01395 -0.90130 3.45785
C 1.00762 -1.48914 4.27269
H -5.98408 -3.69967 1.46159
H -4.86102 -4.58806 0.44817
H -5.91863 -3.44048 -0.28182
H -5.05723 -1.80192 2.47133
H -5.85011 -1.05787 1.03703
H -4.37308 0.41347 2.07232
H -3.47257 -0.08834 0.66285
H -2.15351 -1.55454 2.15812
H -2.80696 0.86632 3.80752
H -1.62065 0.89316 2.43802
H -1.69221 -1.11725 4.75462
H -0.67965 0.42527 4.84718
H 1.90151 -1.50633 3.68689
H 0.65718 -2.46622 4.62373
H 1.25522 -0.82139 5.10921
C 0.01523 5.62539 6.78659
O -0.12766 4.85778 5.57567
C 0.96036 5.08385 4.72914
C 0.91601 4.01822 3.61115
N -0.40453 4.28803 2.97146
C -0.52743 3.44126 1.78483
C -1.95571 3.71959 1.24670
O -2.91393 3.48096 2.27063
C -4.18991 3.85800 1.82752
H 0.93427 5.29097 7.27188
H -0.88092 5.48369 7.37842
H 0.17132 6.66602 6.49733
H 1.87876 5.13059 5.27334
H 0.78451 6.01789 4.23855
H 0.98637 2.96075 3.87435
H 1.73438 4.16466 2.88040
H -1.07753 3.96802 3.66668
H -0.35832 2.32595 1.96323
H 0.17052 3.78942 1.02753
H -2.17889 3.10867 0.35902
H -2.03717 4.76903 0.88373
H -4.56289 3.19419 1.06995
H -4.13613 4.86376 1.36907
H -4.89428 3.90879 2.63993
C 2.27074 -2.89151 -1.99995
O 3.60944 -2.39832 -2.09659
C 3.86733 -1.28144 -1.27637
C 5.31863 -0.87845 -1.48043
N 5.68790 0.24541 -0.65798
C 5.13320 1.53461 -1.13889
C 5.79199 2.67073 -0.42043
O 7.01568 2.96923 -1.03432
C 7.48153 4.28043 -0.70158
H 1.53034 -2.07745 -1.99059
H 2.15041 -3.49514 -1.07525
H 2.13587 -3.57527 -2.84627
H 3.65415 -1.42220 -0.19903
H 3.20023 -0.48972 -1.61143
H 5.41094 -0.71921 -2.55054
H 5.97107 -1.70492 -1.26076
H 6.70563 0.34995 -0.58189
H 4.06006 1.58545 -0.97497
H 5.32634 1.68056 -2.22086
H 5.91678 2.44682 0.67254
H 5.11563 3.49885 -0.53301
H 7.66145 4.33761 0.35680
H 6.63198 5.00557 -0.84578
H 8.34907 4.58175 -1.26333
C 2.15897 -5.88503 5.15870
O 1.37464 -4.95139 5.81568
C 2.14653 -4.18753 6.75604
C 1.28120 -3.59175 7.87510
N 0.58813 -4.72600 8.49072
C -0.07506 -4.38275 9.72185
C -1.04277 -5.45900 10.10113
O -2.02750 -5.47233 9.06770
C -3.00942 -6.39757 9.37198
H 1.54716 -6.51760 4.50815
H 2.55174 -6.63221 5.85489
H 2.99169 -5.35294 4.70407
H 2.67904 -3.43168 6.20127
H 2.92066 -4.82841 7.18675
H 0.56545 -2.85838 7.52312
H 1.95022 -3.14167 8.57819
H -0.14662 -5.01635 7.87264
H -0.67887 -3.48396 9.56970
H 0.66887 -4.22034 10.54903
H -1.48290 -5.15201 11.07269
H -0.52357 -6.41585 10.23486
H -2.56789 -7.35809 9.59244
H -3.65947 -6.50522 8.51726
H -3.57965 -5.98775 10.23726
C 1.09757 2.74499 -1.67465
O 1.91854 3.92075 -1.89375
C 1.81105 4.96509 -0.94057
C 2.57438 6.15467 -1.46643
N 2.08469 6.80865 -2.71817
C 0.98859 7.69491 -2.49920
C 0.44138 8.28748 -3.74974
O -0.25418 7.26587 -4.54318
C -1.37030 6.53492 -4.03060
H 0.08687 3.03581 -1.51066
H 1.51748 2.30608 -0.79248
H 1.28545 2.10759 -2.53897
H 2.24861 4.69425 0.02978
H 0.74880 5.30596 -0.86764
H 3.62516 5.84119 -1.65116
H 2.63592 6.95251 -0.68541
H 1.94631 6.10872 -3.43760
H 1.46796 8.53192 -1.99352
H 0.11680 7.27961 -1.97659
H 1.21317 8.62867 -4.45074
H -0.26323 9.06580 -3.47924
H -2.20202 7.19891 -3.73169
H -1.16954 5.88152 -3.18987
H -1.67281 5.89041 -4.84762
C 3.38705 1.42555 2.12598
C 4.13599 0.16294 2.40505
O 5.45585 0.31131 1.99403
H 3.37687 1.48067 1.06956
H 3.94748 2.30588 2.45285
H 2.34335 1.47321 2.55571
H 3.63106 -0.67395 1.91112
H 4.15700 -0.15284 3.45041
H 5.53664 0.21649 1.02867
C 4.79966 -3.83786 2.31691
C 5.47192 -2.93419 3.32058
O 4.60872 -2.78062 4.48416
H 5.37007 -3.98810 1.40428
H 3.84772 -3.42375 2.01049
H 4.66095 -4.82149 2.74299
H 5.74846 -1.94939 2.93524
H 6.43006 -3.35665 3.64254
H 4.82619 -1.97120 4.90342
C -5.61421 0.52412 -1.35183
O -6.51592 1.26215 -0.50680
H -5.71484 0.81085 -2.40216
H -4.60511 0.75952 -1.00386
H -5.66350 -0.56922 -1.18550
H -7.28773 0.70248 -0.35443
C -0.09338 0.04670 -0.02004
O 1.04935 -0.17961 0.75232
H -0.56605 1.03636 0.19634
H 0.23888 -0.04637 -1.03937
H -0.79149 -0.77980 0.17949
H 0.65878 -0.24655 1.66652

Mulliken atomic charge list, values in e, 2 entries: -0.11 -0.43

***

Formula: C3H8F2N
Source: the Open Molecules 2025 dataset
Level of theory: the ωB97M-V functional and the def2-TZVPD basis

## Properties
2S+1: 1
SMILES string: C[N+](C)(F)CF
charge: +1

Cartesian coordinates (Å):
C 0.29981 0.59266 1.33639
N 0.22308 -0.20379 0.05549
C 0.81758 0.49973 -1.17500
F 1.03399 -1.25709 0.33802
C -1.19860 -0.79777 -0.23640
F -2.17866 -0.01143 0.25423
H 0.29897 -0.34884 2.08003
H 1.20646 1.05088 1.56321
H -0.73205 1.19673 1.32576
H 0.35975 1.44358 -1.10141
H 1.85547 0.64256 -1.21645
H 0.56113 0.08534 -2.17554
H -1.16977 -1.88256 0.25720
H -1.37716 -1.00999 -1.30553

Mulliken atomic charge list, values in e, 2 entries: -0.79 0.31

***

Formula: C6H16N
Source: the Open Molecules 2025 dataset
Level of theory: the ωB97M-V functional and the def2-TZVPD basis

## Properties
2S+1: 1
charge: +1

Cartesian coordinates (Å):
C -0.01950 -0.59474 2.48075
C -0.62484 0.00325 1.21366
C -0.24749 -0.39904 -0.04081
C 0.18296 1.34605 0.64981
C -0.23271 2.11499 -0.64735
C 0.33297 1.68475 -1.98744
N 0.18545 -3.28528 -0.93020
H -0.78643 -1.21345 2.93637
H 0.77681 -1.29248 2.24407
H 0.33569 0.14751 3.18280
H -1.61891 0.35034 1.49926
H 0.64439 -1.00345 -0.13305
H -0.91314 -0.41544 -0.89856
H 1.25391 1.17377 0.66114
H -0.11524 2.04138 1.42905
H -1.29739 2.30747 -0.67079
H 0.20691 3.10464 -0.46665
H -0.10453 0.80402 -2.43906
H 1.41318 1.52894 -1.95926
H 0.12790 2.45323 -2.72435
H -0.73841 -3.44369 -1.31998
H 0.83631 -3.30881 -1.70995
H 0.40210 -4.10398 -0.36947

Mulliken atomic charge list, values in e, 2 entries: -1.36 0.53

***

In hartree, the HOMO energy values for the records above are, in order, -0.3066, -0.6549, -0.5197.
In kcal/mol, the ΔE to the lowest compared entry with this formula, charge and spin values for the records above are, in order, 0.0, 59.4, 59.6.